ORCA calculation (ωB97M-V/def2-TZVPD) on C3H10NS in the gas phase.

Properties
E_tot in eV: -15595.15925
Relative energy (zero: lowest compared OMol25 entry of this formula, charge and spin) in kcal per mole: 45.0
HOMO (spin up / spin down) in eV: -3.552 / -9.667
Max |F| in eV/Å: 1.43
Spin multiplicity: 2

Each line ends with the Mulliken spin population.
Cartesian coordinates (Å):
C -1.04 0.35 0.63  0.649
C 0.45 0.41 0.90  0.131
C 1.30 0.64 -0.38  0.146
S 1.94 -0.95 -0.87  0.086
N -1.42 -0.83 -0.26  1.520
H -1.63 0.12 1.52  -0.361
H -1.38 1.25 0.12  -0.027
H 0.79 -0.45 1.48  -0.008
H 0.63 1.22 1.62  -0.027
H 2.12 1.30 -0.10  -0.032
H 0.69 1.16 -1.11  -0.084
H 2.17 -0.73 -2.17  -0.023
H -2.05 -0.61 -1.06  -0.559
H -0.61 -1.31 -0.66  0.107
H -1.97 -1.56 0.33  -0.517

***

ORCA calculation (ωB97M-V/def2-TZVPD) on a molecular structure, C15H15Cl3FNOSiV.

Properties
E_tot in eV: -93181.74074
Relative energy (zero: lowest compared OMol25 entry of this formula, charge and spin) in kcal per mole: 4.2
HOMO (spin up / spin down) in eV: -11.813 / -11.953
Max |F| in eV/Å: 0.75
Net charge: +1
Spin multiplicity: 3

Each line ends with the Mulliken spin population.
Cartesian coordinates (Å):
V -0.34 0.09 0.65  2.075
Cl 5.43 0.18 4.30  -0.001
C 3.84 -0.08 3.70  -0.009
C 3.63 -0.15 2.33  0.010
C 2.34 -0.38 1.90  0.012
Cl 2.06 -0.49 0.15  0.008
C 1.24 -0.51 2.74  -0.009
O 0.00 -0.70 2.28  0.000
C 1.51 -0.43 4.12  -0.019
Cl 0.19 -0.58 5.21  -0.001
C 2.79 -0.22 4.59  0.007
H 4.45 -0.05 1.63  0.000
H 2.96 -0.16 5.65  0.000
C -4.22 -1.39 1.58  -0.002
Si -3.15 -1.22 0.07  0.000
C -1.84 -2.56 0.03  0.015
C -4.11 -1.13 -1.52  0.002
N -2.13 0.25 0.22  -0.094
C -2.55 1.57 0.01  0.005
C -3.85 2.07 0.10  -0.011
C -4.09 3.42 -0.11  0.004
C -3.06 4.30 -0.42  -0.007
C -1.75 3.84 -0.51  0.002
C -1.57 2.50 -0.30  0.010
F -0.26 1.95 -0.31  0.002
H -4.72 -2.36 1.57  0.000
H -4.99 -0.62 1.63  0.000
H -3.62 -1.33 2.49  0.000
H -2.33 -3.53 -0.11  0.004
H -1.28 -2.63 0.97  -0.002
H -1.14 -2.45 -0.80  -0.001
H -4.70 -2.04 -1.64  0.000
H -3.45 -1.04 -2.38  -0.001
H -4.80 -0.29 -1.53  0.000
H -4.66 1.40 0.35  0.000
H -5.10 3.79 -0.04  0.000
H -3.27 5.35 -0.58  0.000
H -0.92 4.49 -0.73  0.000

***

ORCA calculation (ωB97M-V/def2-TZVPD) on C4H4F2N2OS in the gas phase.

Properties
E_tot in eV: -25508.72004
Relative energy (zero: lowest compared OMol25 entry of this formula, charge and spin) in kcal per mole: 8.4
HOMO in eV: -9.272
Max |F| in eV/Å: 5.02

Each line ends with the Löwdin charge.
Cartesian coordinates (Å):
C 1.27 -1.31 -0.09  -0.163
C -0.86 -1.61 -0.13  -0.141
C 0.76 -0.10 0.02  -0.235
C 1.27 1.30 0.43  -0.179
N 0.32 -2.24 -0.23  0.064
N -0.65 -0.24 0.00  -0.145
O -3.08 0.31 0.21  -0.378
F 0.29 2.23 0.47  -0.091
F -1.81 1.28 -1.69  -0.314
S -1.93 1.06 -0.03  1.060
H 2.27 -1.64 0.16  0.119
H -1.82 -2.05 -0.20  0.107
H 2.16 1.71 -0.33  0.171
H 1.82 1.30 1.41  0.124

***

ORCA calculation (ωB97M-V/def2-TZVPD) on a gas-phase ion, C2H7N3 (charge +2).

Properties
SMILES: N/C=[NH+]/C=[NH2+]
E_tot in eV: -6639.22215
Relative energy (zero: lowest compared OMol25 entry of this formula, charge and spin) in kcal per mole: 0.0
HOMO in eV: -21.618
Max |F| in eV/Å: 3.59
Net charge: +2

Each line ends with the Löwdin charge.
Cartesian coordinates (Å):
C -0.15 -1.20 0.43  -0.005
C -0.54 1.14 -0.07  -0.046
N 0.58 -2.26 0.44  0.299
N -0.12 2.19 -0.62  0.304
N 0.18 0.00 -0.14  0.161
H -1.08 -1.24 0.89  0.162
H -1.38 1.21 0.51  0.165
H 0.02 -3.12 0.48  0.193
H 1.58 -2.20 0.40  0.173
H -0.85 2.93 -0.56  0.203
H 0.71 2.47 -1.09  0.179
H 1.06 0.09 -0.67  0.211

***

ORCA calculation (ωB97M-V/def2-TZVPD) on a molecular structure, C27H27BCl3IN9O2STl.

Properties
E_tot in eV: -107803.47804
Relative energy (zero: lowest compared OMol25 entry of this formula, charge and spin) in kcal per mole: 27.0
HOMO in eV: -12.376
Max |F| in eV/Å: 0.34
Net charge: +2

Each line ends with the Löwdin charge.
Cartesian coordinates (Å):
Tl -0.23 0.91 -0.99  0.883
C 0.97 -3.68 0.66  0.012
C 1.93 -2.70 0.86  0.039
N 1.40 -1.86 1.77  0.021
N 0.18 -2.25 2.18  0.116
C -0.10 -3.36 1.51  0.022
B -0.42 -1.30 3.32  -0.391
N -1.49 -0.42 2.80  -0.071
C -2.67 -0.13 3.41  -0.054
C -3.29 0.85 2.68  -0.030
C -2.39 1.12 1.64  -0.181
N -1.31 0.36 1.71  -0.003
N 0.96 -0.49 3.48  0.116
C 1.48 0.53 4.15  0.028
C 2.72 0.86 3.60  0.023
C 2.93 -0.02 2.55  0.044
N 1.84 -0.80 2.51  0.016
H 1.05 -4.51 -0.01  0.128
H 2.91 -2.55 0.44  0.149
H -1.03 -3.88 1.67  0.155
H -0.73 -1.91 4.29  0.124
H -2.98 -0.64 4.31  0.131
H -4.24 1.32 2.88  0.108
H -2.49 1.85 0.84  0.089
H 0.95 0.97 4.98  0.157
H 3.39 1.63 3.93  0.128
H 3.75 -0.14 1.86  0.148
N -4.59 1.18 -2.43  0.205
C -3.82 0.30 -1.78  -0.647
O -2.63 0.51 -1.55  -0.224
C -4.47 -0.98 -1.33  -0.545
I -4.66 -2.35 -2.95  0.907
H -4.18 2.04 -2.76  0.129
H -5.55 0.99 -2.65  0.125
H -5.48 -0.82 -0.94  0.056
H -3.85 -1.45 -0.58  0.046
Cl -5.63 -0.96 -6.70  0.690
C -3.91 -0.91 -6.61  -0.678
C -3.15 -1.79 -7.36  -0.073
C -1.77 -1.75 -7.26  -0.001
C -1.12 -0.84 -6.43  -0.186
C 0.38 -0.87 -6.36  -0.315
C 0.91 -2.09 -5.58  -0.028
N 0.44 -2.08 -4.19  -0.045
C -0.63 -2.76 -3.67  -0.036
C -0.76 -2.34 -2.38  -0.159
N 0.21 -1.40 -2.11  -0.082
C 0.90 -1.27 -3.23  -0.215
O 0.87 -0.94 -7.68  -0.106
C 2.03 -0.15 -7.94  -0.133
C 1.84 1.29 -7.55  -0.342
C 0.85 2.09 -8.04  -0.972
Cl -0.32 1.67 -9.21  0.712
S 0.86 3.66 -7.35  1.019
C 2.21 3.26 -6.37  -0.407
C 2.62 1.98 -6.58  -0.152
C -1.91 0.04 -5.70  -0.545
Cl -1.19 1.26 -4.66  0.712
C -3.30 0.02 -5.78  -0.150
H -3.64 -2.50 -8.01  0.118
H -1.18 -2.42 -7.86  0.134
H 0.72 0.04 -5.85  0.103
H 2.00 -2.09 -5.59  0.140
H 0.56 -3.00 -6.05  0.142
H -1.20 -3.46 -4.26  0.130
H -1.48 -2.64 -1.64  0.087
H 1.74 -0.61 -3.38  0.140
H 2.20 -0.26 -9.01  0.139
H 2.91 -0.55 -7.41  0.128
H 2.63 4.01 -5.72  0.070
H 3.48 1.55 -6.08  0.112
H -3.89 0.73 -5.22  0.092